No. 1
# C28H40BIO28S3

A 7-piece molecular cluster, C28H40BIO28S3 overall in a non-equilibrium geometry (wB97M-V/def2-TZVPD, OMol25).

The geometry in ORCA input format:
```
! RIJCOSX wB97M-V def2-TZVPD def2/J DEFGRID3
* xyz 0 1
C 7.457 0.225 0.380
O 7.521 0.210 -1.070
B 7.040 1.342 -1.651
O 7.536 2.572 -1.276
C 5.916 1.233 -2.828
I 4.915 3.166 -3.005
O 6.643 1.092 -4.064
S 6.037 -0.093 -4.966
O 7.124 -0.805 -5.526
O 4.980 0.396 -5.781
O 5.431 -0.891 -3.741
C 4.872 0.078 -2.795
S 4.744 -0.762 -1.227
C 3.020 -1.342 -1.048
C 2.026 -0.824 -2.055
O 2.124 -1.028 -3.234
O 0.995 -0.183 -1.480
C 0.372 0.841 -2.260
C 1.156 2.149 -2.121
C 1.873 2.293 -0.764
O 0.338 3.268 -2.500
C -0.877 3.373 -1.892
O -1.864 3.359 -2.545
C -0.944 3.530 -0.399
S -2.404 4.505 0.056
H 6.749 0.963 0.759
H 8.444 0.446 0.795
H 7.169 -0.775 0.706
H 7.959 3.037 -2.011
H 3.936 0.436 -3.220
H 2.692 -1.051 -0.054
H 3.029 -2.433 -1.067
H 0.322 0.565 -3.315
H -0.652 0.937 -1.909
H 1.962 2.130 -2.860
H 1.300 1.893 0.071
H 2.849 1.808 -0.832
H 2.092 3.356 -0.625
H -0.023 3.900 0.047
H -1.080 2.520 0.015
H -2.151 4.709 1.356
O -2.241 -0.114 -0.510
C -2.788 -0.642 -1.425
O -3.787 -1.542 -1.298
C -4.343 -1.779 -2.592
C -3.204 -1.390 -3.511
O -2.502 -0.415 -2.733
H -4.646 -2.818 -2.689
H -5.216 -1.136 -2.720
H -2.527 -2.220 -3.721
H -3.539 -0.956 -4.449
O 1.622 -2.315 1.827
C 0.499 -2.692 2.008
O -0.420 -2.005 2.701
C -1.699 -2.644 2.493
C -1.291 -4.054 2.136
O 0.003 -3.850 1.538
H -2.303 -2.585 3.394
H -2.207 -2.134 1.686
H -1.173 -4.694 3.011
H -1.968 -4.528 1.441
O 5.309 1.080 3.212
C 4.516 0.414 3.799
O 4.835 -0.628 4.603
C 3.654 -1.030 5.307
C 2.553 -0.528 4.394
O 3.179 0.594 3.757
H 3.643 -2.108 5.443
H 3.647 -0.543 6.284
H 2.276 -1.254 3.631
H 1.661 -0.211 4.928
O -4.229 -2.729 1.137
C -5.041 -2.042 1.667
O -6.344 -1.974 1.314
C -7.038 -1.212 2.308
C -5.925 -0.376 2.908
O -4.780 -1.211 2.701
H -7.825 -0.619 1.850
H -7.481 -1.900 3.030
H -5.772 0.564 2.377
H -6.059 -0.172 3.966
O -1.915 -7.835 2.276
C -2.148 -7.704 1.121
O -2.382 -6.510 0.516
C -2.393 -6.717 -0.899
C -2.743 -8.188 -1.003
O -2.222 -8.712 0.221
H -3.122 -6.063 -1.371
H -1.400 -6.493 -1.294
H -3.820 -8.360 -1.028
H -2.282 -8.683 -1.854
O -4.550 6.167 1.701
C -4.185 7.226 1.301
O -3.550 8.153 2.058
C -3.066 9.182 1.189
C -3.991 9.054 -0.005
O -4.346 7.670 0.035
H -3.124 10.150 1.679
H -2.027 8.968 0.936
H -4.897 9.652 0.102
H -3.513 9.294 -0.951
*
```

Gap between HOMO and LUMO: 8.93 eV
Structure (SMILES): COB(O)[C@@]1(I)OS(=O)(=O)O[C@H]1SCC(=O)OC[C@H](C)OC(=O)CS.O=C1OCCO1.O=C1OCCO1.O=C1OCCO1.O=C1OCCO1.O=C1OCCO1.O=C1OCCO1
E_tot: -128298.5585 eV
Molar mass: 1058.517 g/mol
F_max: 1.34 eV Å⁻¹
LUMO level: 0.07 eV

No. 2
# C28H40F30Mg2N6O22S10

C28H40F30Mg2N6O22S10 as an isolated structure in a non-equilibrium geometry (wB97M-V/def2-TZVPD, OMol25).

The geometry in ORCA input format:
```
! RIJCOSX wB97M-V def2-TZVPD def2/J DEFGRID3
* xyz 0 1
Mg 14.129 -1.420 -1.524
Mg 11.380 -2.388 1.849
C 7.319 3.442 -0.592
C 8.049 4.018 -1.787
C 7.645 3.261 -3.052
N 8.471 3.502 -4.253
C 9.923 3.203 -3.970
C 10.762 3.133 -5.219
C 10.201 2.216 -6.295
C 8.802 2.691 -6.633
C 7.924 2.664 -5.406
C 8.354 4.924 -4.704
H 7.518 4.002 0.322
H 7.602 2.416 -0.355
H 6.232 3.442 -0.707
H 9.123 3.990 -1.610
H 7.771 5.071 -1.874
H 6.617 3.586 -3.237
H 7.568 2.190 -2.859
H 9.981 2.246 -3.444
H 10.254 3.951 -3.258
H 11.782 2.834 -4.959
H 10.937 4.154 -5.592
H 10.147 1.233 -5.805
H 10.841 2.037 -7.155
H 8.404 1.891 -7.270
H 8.717 3.606 -7.214
H 7.834 1.651 -5.011
H 6.915 3.042 -5.563
H 7.295 5.166 -4.656
H 8.711 5.065 -5.713
H 8.930 5.531 -4.011
C 19.659 4.462 -1.896
C 18.369 5.097 -1.379
C 17.172 4.598 -2.166
N 15.872 5.275 -1.837
C 14.723 4.502 -2.447
C 14.354 3.253 -1.681
C 14.322 3.406 -0.161
C 15.436 4.250 0.403
C 15.639 5.525 -0.382
C 15.861 6.611 -2.490
H 20.511 4.893 -1.377
H 19.808 4.611 -2.966
H 19.658 3.387 -1.700
H 18.481 6.177 -1.519
H 18.243 4.918 -0.314
H 17.057 3.534 -1.964
H 17.312 4.741 -3.237
H 14.951 4.248 -3.480
H 13.921 5.244 -2.414
H 15.093 2.468 -1.896
H 13.416 2.810 -2.007
H 14.317 2.408 0.273
H 13.351 3.843 0.099
H 16.396 3.718 0.436
H 15.242 4.494 1.448
H 16.446 6.128 0.023
H 14.719 6.104 -0.267
H 16.782 7.162 -2.329
H 14.986 7.146 -2.142
H 15.817 6.465 -3.571
C 15.535 -1.049 2.342
F 16.855 -1.207 2.212
F 15.190 -1.045 3.602
F 15.184 0.093 1.743
S 14.711 -2.434 1.432
O 15.280 -3.659 1.854
O 13.298 -2.209 1.680
O 14.968 -2.116 0.007
C 10.695 1.371 -0.542
F 11.393 2.278 -1.235
F 9.984 1.953 0.402
F 9.873 0.700 -1.350
S 11.879 0.251 0.284
O 12.545 1.061 1.231
O 11.129 -0.831 0.866
O 12.786 -0.253 -0.749
C 9.889 -3.064 -1.667
F 8.919 -2.913 -0.768
F 9.454 -3.738 -2.712
F 10.303 -1.845 -2.035
S 11.361 -3.963 -0.905
O 11.467 -5.252 -1.488
O 12.475 -3.101 -1.208
N 11.027 -3.922 0.747
S 10.396 -5.375 1.139
O 9.862 -5.295 2.465
O 9.500 -5.919 0.187
C 11.882 -6.533 1.246
F 13.029 -5.879 1.061
F 11.853 -7.172 2.398
F 11.761 -7.441 0.273
C 7.914 -2.701 3.847
F 6.986 -2.196 4.674
F 8.394 -3.778 4.425
F 7.370 -2.940 2.669
S 9.207 -1.330 3.649
O 8.993 -0.846 2.309
O 9.044 -0.399 4.690
N 10.680 -2.160 3.630
S 11.221 -2.155 5.174
O 11.916 -0.956 5.471
O 10.241 -2.649 6.089
C 12.511 -3.487 5.168
F 13.511 -3.131 4.335
F 12.989 -3.659 6.382
F 12.005 -4.634 4.711
C 14.199 0.389 -5.296
F 15.351 -0.283 -5.326
F 14.406 1.559 -4.696
F 13.793 0.560 -6.543
S 12.899 -0.580 -4.329
O 12.348 0.392 -3.435
O 11.993 -1.100 -5.272
N 13.744 -1.714 -3.365
S 13.749 -3.048 -4.338
O 12.522 -3.755 -4.306
O 14.269 -2.774 -5.642
C 15.078 -4.061 -3.515
F 15.406 -5.057 -4.295
F 16.152 -3.271 -3.319
F 14.663 -4.485 -2.326
C 8.710 5.712 5.236
F 7.396 5.606 5.030
F 9.292 5.559 4.032
F 8.984 6.932 5.676
S 9.361 4.430 6.459
O 10.331 5.106 7.251
O 8.188 3.978 7.147
N 9.831 3.172 5.530
S 11.393 3.359 5.254
O 11.815 4.675 4.830
O 12.214 2.731 6.251
C 11.671 2.444 3.665
F 13.013 2.335 3.543
F 11.166 1.212 3.587
F 11.207 3.167 2.637
*
```

Gap between HOMO and LUMO: 6.18 eV
ΔE to the lowest compared entry with this formula, charge and spin: 0.00 kcal per mole
E_tot: -284436.5401 eV
Molar mass: 1751.868 g/mol
F_max: 4.30 eV Å⁻¹
LUMO level: -1.60 eV

No. 3
# C28H40F3NO11

A 6-piece molecular cluster, C28H40F3NO11 overall in a non-equilibrium geometry (wB97M-V/def2-TZVPD, OMol25).

The geometry in ORCA input format:
```
! RIJCOSX wB97M-V def2-TZVPD def2/J DEFGRID3
* xyz 0 1
O -0.288 -1.561 0.312
C -1.238 -2.000 -0.224
C -1.217 -3.081 -1.307
C -2.327 -2.523 -2.240
C -3.327 -1.699 -1.302
C -4.632 -2.509 -1.416
C -5.887 -1.725 -0.971
C -7.067 -2.643 -1.138
F -7.961 -2.387 -2.121
C -7.285 -3.785 -0.419
F -7.744 -3.829 0.789
F -7.076 -4.959 -0.975
N -2.640 -1.716 -0.002
H -1.469 -3.973 -0.729
H -0.325 -3.154 -1.927
H -1.946 -1.813 -2.964
H -2.768 -3.431 -2.651
H -3.492 -0.683 -1.678
H -4.765 -2.695 -2.485
H -4.569 -3.488 -0.932
H -5.802 -1.376 0.066
H -6.069 -0.844 -1.592
H -2.952 -2.459 0.620
O -0.548 -4.331 1.991
C 0.233 -4.128 2.874
C 0.734 -2.777 3.340
C 1.956 -3.154 4.169
C 1.584 -4.539 4.673
O 0.772 -5.114 3.635
H -0.042 -2.304 3.946
H 0.989 -2.145 2.494
H 2.182 -2.452 4.969
H 2.832 -3.218 3.521
H 0.996 -4.503 5.593
H 2.456 -5.169 4.838
O -3.626 0.301 -3.453
C -2.623 0.954 -3.524
C -2.536 2.464 -3.586
C -1.094 2.690 -4.024
C -0.399 1.468 -3.448
O -1.385 0.419 -3.492
H -2.722 2.868 -2.589
H -3.255 2.863 -4.296
H -0.669 3.629 -3.675
H -1.028 2.677 -5.113
H -0.094 1.614 -2.409
H 0.469 1.174 -4.032
O 2.916 2.635 -4.521
C 3.219 1.900 -3.625
C 3.840 2.302 -2.304
C 4.337 0.978 -1.758
C 3.361 -0.010 -2.368
O 2.992 0.559 -3.639
H 3.067 2.735 -1.667
H 4.649 3.011 -2.454
H 4.364 0.937 -0.671
H 5.345 0.780 -2.130
H 2.455 -0.122 -1.767
H 3.802 -0.993 -2.522
O 3.882 4.160 0.500
C 4.169 3.428 1.403
C 4.780 3.835 2.726
C 5.276 2.506 3.281
C 4.300 1.520 2.664
O 3.943 2.085 1.387
H 4.001 4.274 3.351
H 5.590 4.544 2.576
H 5.300 2.462 4.369
H 6.286 2.309 2.915
H 3.390 1.409 3.258
H 4.745 0.539 2.511
O 1.725 1.183 2.859
C 0.906 1.922 2.388
C -0.526 1.583 2.027
C -0.919 2.755 1.136
C -0.049 3.877 1.680
O 1.153 3.232 2.139
H -1.122 1.546 2.940
H -0.582 0.635 1.496
H -1.982 2.988 1.154
H -0.640 2.539 0.102
H -0.512 4.390 2.525
H 0.206 4.612 0.919
*
```

Gap between HOMO and LUMO: 7.73 eV
Structure (SMILES): O=C1CC[C@@H](CCC(F)=C(F)F)N1.O=C1CCCO1.O=C1CCCO1.O=C1CCCO1.O=C1CCCO1.O=C1CCCO1
E_tot: -61846.9467 eV
Molar mass: 623.618 g/mol
F_max: 3.06 eV Å⁻¹
LUMO level: 0.16 eV

No. 4
# C28H40F5I2N6O2S

A 4-piece molecular cluster, C28H40F5I2N6O2S overall in a non-equilibrium geometry (wB97M-V/def2-TZVPD, OMol25).

The geometry in ORCA input format:
```
! RIJCOSX wB97M-V def2-TZVPD def2/J DEFGRID3
* xyz 1 1
C 0.378 2.796 5.285
C 0.746 1.783 4.493
C 0.211 1.581 3.084
C -0.901 0.483 3.106
C -2.201 0.985 2.484
C -2.862 2.046 3.390
C -3.380 3.292 2.653
C -4.055 3.033 1.303
C -5.221 2.025 1.377
N -0.409 -0.839 2.542
C -0.738 -1.046 1.103
I 0.803 -2.135 0.024
C -2.066 -1.814 0.989
C -2.781 -1.457 -0.317
I -1.700 -3.945 1.049
C 0.943 -1.050 2.820
N 1.296 -2.209 3.420
N 1.879 -0.109 2.546
C 1.297 1.159 2.098
S 2.646 2.337 1.879
O 3.779 1.536 1.490
O 2.762 3.255 2.970
C 2.121 3.305 0.378
F 2.375 2.534 -0.687
F 0.801 3.571 0.437
C 2.933 4.629 0.261
F 4.205 4.396 0.506
F 2.794 5.079 -0.975
F 2.463 5.522 1.110
H 0.676 2.795 6.327
H -0.175 3.659 4.934
H 1.483 1.068 4.850
H -0.225 2.537 2.784
H -1.100 0.285 4.162
H -1.977 1.426 1.509
H -2.906 0.171 2.352
H -3.684 1.584 3.939
H -2.142 2.376 4.140
H -4.132 3.754 3.300
H -2.590 4.038 2.531
H -3.317 2.709 0.564
H -4.421 3.993 0.936
H -6.110 2.448 0.913
H -4.969 1.098 0.864
H -5.475 1.815 2.417
H -0.787 -0.121 0.535
H -2.659 -1.674 1.883
H -2.384 -0.535 -0.752
H -3.854 -1.346 -0.169
H -2.628 -2.222 -1.078
H 0.900 -2.435 4.319
H 1.970 -2.819 2.982
H 2.570 -0.463 1.869
H 0.873 1.038 1.094
N 7.123 -0.427 3.497
C 8.433 -0.619 3.149
C 8.708 0.198 2.088
C 7.518 0.915 1.784
C 6.556 0.509 2.669
H 6.653 -0.899 4.245
H 9.054 -1.316 3.685
H 9.657 0.278 1.585
H 7.385 1.647 1.005
H 5.532 0.805 2.781
N -3.892 -2.647 -4.018
C -2.547 -2.746 -4.256
C -2.221 -1.847 -5.235
C -3.419 -1.172 -5.600
C -4.430 -1.688 -4.833
H -4.406 -3.196 -3.355
H -1.937 -3.456 -3.723
H -1.238 -1.692 -5.646
H -3.525 -0.402 -6.344
H -5.481 -1.458 -4.803
N -0.326 -4.524 -9.789
C 0.347 -5.442 -9.033
C -0.081 -5.312 -7.739
C -1.053 -4.274 -7.715
C -1.182 -3.810 -8.997
H -0.210 -4.395 -10.777
H 1.068 -6.107 -9.477
H 0.263 -5.897 -6.902
H -1.596 -3.913 -6.859
H -1.808 -3.037 -9.409
*
```

Gap between HOMO and LUMO: 4.45 eV
E_tot: -83333.9997 eV
Molar mass: 873.533 g/mol
F_max: 1.80 eV Å⁻¹
LUMO level: -4.97 eV

No. 5
# C28H40NO2PdS4Sb

C28H40NO2PdS4Sb as an isolated structure in a non-equilibrium geometry (wB97M-V/def2-TZVPD, OMol25).

The geometry in ORCA input format:
```
! RIJCOSX wB97M-V def2-TZVPD def2/J DEFGRID3
* xyz 0 5
Pd 2.773 1.559 -0.305
C -1.412 -4.306 -0.134
C -1.092 -3.868 -1.574
C -0.730 -5.119 -2.380
C -2.336 -3.230 -2.210
C 0.042 -2.844 -1.536
C -0.140 -1.664 -0.874
C 0.909 -0.719 -0.799
N 0.904 0.454 -0.161
C -0.069 1.081 0.509
C -1.120 0.477 1.224
C -2.049 1.261 1.848
C -1.914 2.675 1.750
C -0.914 3.346 1.100
C 0.059 2.542 0.400
O 0.967 2.974 -0.365
C -0.958 4.883 1.117
C 0.277 5.583 0.544
C -1.126 5.372 2.565
C -2.177 5.325 0.288
C -3.196 0.682 2.663
C -4.524 1.202 2.091
C -3.220 -0.848 2.621
C -3.048 1.124 4.128
C 2.115 -0.909 -1.589
O 2.882 0.094 -1.768
C 2.339 -2.198 -2.187
C 1.307 -3.094 -2.142
C 3.670 -2.518 -2.866
C 3.729 -3.979 -3.314
C 3.842 -1.624 -4.105
C 4.825 -2.285 -1.877
H -2.191 -5.071 -0.135
H -1.758 -3.467 0.472
H -0.521 -4.721 0.341
H -1.585 -5.796 -2.391
H 0.111 -5.651 -1.932
H -0.485 -4.870 -3.414
H -3.148 -3.959 -2.261
H -2.113 -2.890 -3.223
H -2.688 -2.372 -1.636
H -1.089 -1.433 -0.416
H -1.118 -0.594 1.344
H -2.661 3.271 2.259
H 1.175 5.322 1.101
H 0.134 6.663 0.623
H 0.440 5.333 -0.500
H -0.331 4.976 3.199
H -2.087 5.084 2.993
H -1.069 6.462 2.585
H -2.068 5.003 -0.749
H -2.262 6.414 0.305
H -3.101 4.900 0.685
H -4.607 0.951 1.032
H -4.613 2.284 2.193
H -5.363 0.744 2.619
H -3.331 -1.215 1.597
H -4.069 -1.213 3.200
H -2.315 -1.274 3.057
H -3.086 2.210 4.226
H -2.093 0.781 4.531
H -3.852 0.699 4.732
H 1.449 -4.054 -2.616
H 2.984 -4.198 -4.081
H 3.583 -4.659 -2.471
H 4.712 -4.182 -3.742
H 3.043 -1.813 -4.825
H 4.798 -1.836 -4.588
H 3.819 -0.572 -3.830
H 4.652 -2.839 -0.951
H 4.931 -1.231 -1.632
H 5.765 -2.629 -2.311
S 3.073 0.734 4.133
Sb 4.756 1.557 2.657
S 4.999 1.527 -0.305
S 2.962 2.794 1.577
S 5.604 3.397 3.880
*
```

Gap between HOMO and LUMO (alpha / beta): 5.74 / 5.02 eV
ΔE to the lowest compared entry with this formula, charge and spin: 62.89 kcal per mole
E_tot: -88626.2196 eV
Expectation value of S²: 6.4120
Molar mass: 779.081 g/mol
F_max: 1.24 eV Å⁻¹
LUMO level (alpha / beta): -1.96 / -2.78 eV